P:
Density functional theory data (the ωB97M-V functional and the def2-TZVPD basis) for a single C20H21NO4 molecule.

- HOMO: -7.51 eV
- Structure (SMILES): COc1cc2c(cc1OC)-c1c3c(cc4c1[C@@H](C2)N(C)CC4)OCO3
- HOMO-LUMO gap: 8.3 eV

The geometry in ORCA input format:
```
! RIJCOSX wB97M-V def2-TZVPD def2/J DEFGRID3
* xyz 0 1
O -3.89528 -1.54288 1.54071
O 2.72978 -0.54648 3.18164
O 4.62778 -0.10642 1.03834
O -1.67026 -1.42186 2.11404
N -0.93571 1.68890 -3.20586
C 3.27430 -0.11179 0.79672
C -1.13045 3.11962 -3.29250
C -3.69895 -0.30313 -0.58474
C 1.02784 -0.32333 1.63717
C 1.36840 0.12187 -0.69187
C -1.45518 0.47357 -1.05867
C -2.05782 0.91761 -3.69159
C 4.05635 -0.82635 3.56395
C 0.49450 -0.09704 0.37589
C -3.24582 0.93725 -2.72251
C 2.39741 -0.33355 1.87418
C -3.21330 -0.84181 0.57707
C 0.79857 0.37664 -2.05514
C -0.46210 1.24168 -1.90264
C 2.73282 0.10560 -0.46592
C -0.94290 -0.12587 0.11310
C -2.93208 -1.91576 2.49863
C -1.86402 -0.76416 0.92214
C 5.50737 0.07472 -0.04141
C -2.79170 0.37100 -1.40884
H 3.38749 0.27729 -1.30586
H 3.99910 -1.07396 4.62424
H 4.71128 0.03677 3.42744
H 6.50715 0.01462 0.38715
H -3.20723 -1.49837 3.48121
H -0.16865 2.12992 -1.32570
H 0.38117 -0.49844 2.48013
H -1.72074 -0.11542 -3.81929
H -1.87809 3.51485 -2.58913
H 5.39087 -0.71024 -0.79585
H -2.34777 1.30723 -4.66987
H -3.59787 1.96495 -2.59623
H 1.51793 0.88832 -2.69445
H 4.46429 -1.67824 3.01497
H -0.18020 3.61550 -3.09523
H -1.44116 3.37058 -4.30611
H -4.73762 -0.39694 -0.85421
H -4.07510 0.34951 -3.11879
H 5.37620 1.05506 -0.51130
H 0.53125 -0.56864 -2.53652
H -2.89178 -3.01535 2.57342
*
```

=====

Q:
Density functional theory data (the ωB97M-V functional and the def2-TZVPD basis) for a single C20H21NO4 molecule.

- HOMO: -8.05 eV
- Structure (SMILES): C[C@@H]1CN(Cc2c(O)ccc3c2oc(=O)c2ccccc23)C[C@H](C)O1
- HOMO-LUMO gap: 8.4 eV

The geometry in ORCA input format:
```
! RIJCOSX wB97M-V def2-TZVPD def2/J DEFGRID3
* xyz 0 1
O -1.97945 -1.38451 -0.46538
O 4.21976 0.08253 0.54347
O -3.44285 -3.01172 -0.26947
O 1.41009 1.90788 -0.87126
N 1.99143 -0.64350 -0.40357
C 4.94271 0.11184 -1.70199
C -1.63748 -0.06410 -0.45850
C -0.28721 0.21702 -0.67816
C -5.00332 1.47334 0.18650
C -0.80902 2.56768 -0.48095
C 4.40130 -0.76065 -0.57643
C -2.13212 2.27294 -0.27407
C 3.46871 0.41575 2.76498
C -4.28157 -0.80662 -0.03594
C -3.24848 -1.82073 -0.25759
C 3.44044 -0.51169 1.55873
C -6.59789 -0.32053 0.38096
C 0.13211 1.55089 -0.68049
C -2.58420 0.94924 -0.24951
C -6.29495 1.03737 0.38804
C 0.67670 -0.91076 -0.96483
C 2.00008 -0.74166 1.04763
C 3.06587 -1.43918 -0.96323
C -3.96434 0.56216 -0.03068
C -5.59297 -1.23717 0.16973
H -2.82988 3.08033 -0.12518
H 5.83176 0.63200 -1.35753
H -4.79837 2.53178 0.19749
H -7.08087 1.75987 0.55331
H 0.78684 -1.00345 -2.05171
H 4.19941 0.85240 -1.98458
H 0.25489 -1.85549 -0.59141
H 1.97405 1.09921 -0.80321
H 1.63018 -1.72539 1.38403
H 5.14090 -1.54199 -0.32428
H 3.89050 -1.48291 1.83031
H 4.48985 0.53230 3.11658
H 3.03329 -2.47809 -0.59412
H 3.08823 1.39205 2.47787
H 1.33173 0.02696 1.44393
H 5.19690 -0.49841 -2.56415
H 2.85751 0.00733 3.56498
H -0.46026 3.58776 -0.49665
H -7.61328 -0.64980 0.53981
H 2.96931 -1.46323 -2.04995
H -5.78603 -2.29901 0.15652
*
```

=====

Stability summary - winner: Q; margin: 2.046 eV.

=====

P:
Density functional theory data (the ωB97M-V functional and the def2-TZVPD basis) for 2 unconnected molecules or ions with the total composition C6H9N2O2.

- HOMO (alpha / beta): -7.68 / -7.66 eV
- ⟨S²⟩: 0.763
- HOMO-LUMO gap (alpha / beta): 7.4 / 3.3 eV

The geometry in ORCA input format:
```
! RIJCOSX wB97M-V def2-TZVPD def2/J DEFGRID3
* xyz 0 2
O -1.81674 2.64376 -2.29377
O -0.23827 1.07240 -1.83914
N -0.19949 -0.21734 0.60858
N 0.09123 -0.07347 2.82165
C 0.48967 -1.27330 2.39721
C -0.39281 1.84434 -4.03580
C -0.91482 1.86321 -2.56983
C -0.26581 0.57244 1.70908
C 1.12779 -2.26683 3.26464
C 0.15235 -1.40879 0.99700
H -0.91843 1.43671 1.70476
H 0.70981 -3.26515 3.27068
H 2.18094 -2.42031 3.00648
H 0.31396 -2.30315 0.41775
H -0.49276 0.04561 -0.35214
H 1.13262 -1.82620 4.26370
H 0.54652 1.33662 -4.23155
H -0.30409 2.82938 -4.50675
H -1.20165 1.41010 -4.63254
*
```

=====

Q:
Density functional theory data (the ωB97M-V functional and the def2-TZVPD basis) for 2 unconnected molecules or ions with the total composition C6H9N2O2.

- HOMO (alpha / beta): -8.06 / -8.06 eV
- ⟨S²⟩: 0.755
- HOMO-LUMO gap (alpha / beta): 8.5 / 4.3 eV

The geometry in ORCA input format:
```
! RIJCOSX wB97M-V def2-TZVPD def2/J DEFGRID3
* xyz 0 2
O -1.80050 -1.42518 -0.87737
O -1.14902 -2.65776 -2.61493
N 0.13771 2.51034 1.51399
N -0.21019 0.63804 0.39497
C -0.35324 -3.29964 -0.43054
C 2.56660 2.80837 1.24738
C -0.74376 1.62275 1.13849
C 1.10971 0.91551 0.16082
C -1.13337 -2.40197 -1.34044
C 1.29035 2.18839 0.82038
H 0.27650 -4.14283 -0.87014
H 2.54140 3.85419 1.29630
H -1.80541 1.33108 1.40552
H 2.71381 2.52782 2.32917
H 3.42328 2.39037 0.66914
H 1.86934 0.19639 -0.10485
H -1.07156 -3.69840 0.29501
H 0.22057 -2.61105 0.06529
H -0.48212 -0.22317 -0.08629
*
```

=====

Stability summary - winner: P; margin: 0.247 eV.

=====

P:
Density functional theory data (the ωB97M-V functional and the def2-TZVPD basis) for a gas-phase ion, C4H13N2S (charge +1).

- HOMO: -13.05 eV
- Structure (SMILES): CNC[C@@H]([NH3+])CS
- HOMO-LUMO gap: 9.4 eV

The geometry in ORCA input format:
```
! RIJCOSX wB97M-V def2-TZVPD def2/J DEFGRID3
* xyz 1 1
S 2.15625 1.11722 -2.15755
N -0.80759 -1.40896 -0.10399
N -0.48210 2.22716 0.16584
C -0.02336 0.84803 -0.33722
C -0.90860 -2.60388 0.73608
C -0.56158 -0.19544 0.64077
C 1.48267 0.85316 -0.48808
H 0.12818 -0.34185 1.46231
H 1.91179 -0.07042 -0.10105
H -1.48859 2.16618 0.22879
H -0.16436 -2.62436 1.52853
H 2.05075 1.57627 0.06546
H -0.85675 -3.49424 0.12680
H -1.88066 -2.67356 1.23107
H 1.78573 -0.04837 -2.70875
H -0.09719 2.36170 1.09701
H -0.03438 -1.57093 -0.73957
H -0.21708 3.01439 -0.42712
H -1.50835 0.14943 1.06996
H -0.48479 0.71847 -1.28930
*
```

=====

Q:
Density functional theory data (the ωB97M-V functional and the def2-TZVPD basis) for a gas-phase ion, C4H13N2S (charge +1).

- HOMO: -12.31 eV
- Structure (SMILES): NC[C@@H]([NH3+])CCS
- HOMO-LUMO gap: 8.9 eV

The geometry in ORCA input format:
```
! RIJCOSX wB97M-V def2-TZVPD def2/J DEFGRID3
* xyz 1 1
S -0.41964 -1.98250 2.93985
N -0.94003 1.47026 -1.08785
N 1.21431 -0.23467 -1.60698
C 0.01655 -1.31548 1.26553
C -0.91759 -0.20054 0.75260
C -0.13127 0.93930 0.09292
C 1.28689 0.72229 -0.50369
H 1.39258 -1.18254 -1.31036
H -1.72403 0.19262 1.36916
H -0.60204 2.30916 -1.55182
H -0.85790 0.68980 -1.76361
H 1.49256 1.62435 -1.08340
H 0.98825 -0.88260 1.51942
H 1.96836 0.52628 0.31463
H 0.35029 -2.15268 0.66481
H -1.52429 -0.70013 -0.02233
H -1.91216 1.47162 -0.77902
H -0.07514 1.72403 0.85620
H 1.48997 -0.00003 -2.53808
H -1.09568 -3.01852 2.47203
*
```

=====

Stability summary - winner: P; margin: 0.116 eV.

=====

P:
Density functional theory data (the ωB97M-V functional and the def2-TZVPD basis) for a gas-phase ion, C4H13N2S (charge +1).

- HOMO: -12.15 eV
- Structure (SMILES): CNC[C@H]([NH3+])CS
- HOMO-LUMO gap: 8.5 eV

The geometry in ORCA input format:
```
! RIJCOSX wB97M-V def2-TZVPD def2/J DEFGRID3
* xyz 1 1
S 2.23995 0.41828 -2.03160
N -1.62105 -0.77539 0.16976
N 1.28064 1.71037 0.98101
C 0.67686 0.42942 0.35840
C -1.38378 -2.22002 -0.03325
C -0.91061 0.30284 0.86660
C 0.67056 0.60535 -1.15306
H -0.34436 -2.24740 -0.53932
H 0.78395 2.59757 0.95542
H -2.63264 -0.68972 -0.06261
H 0.05231 -0.22178 -1.50110
H 1.47624 1.60839 2.00935
H 1.67112 -0.40505 -3.01986
H -1.44784 1.31904 0.90201
H -2.12208 -2.67375 -0.70512
H -1.30320 -2.74371 0.97829
H -0.82368 0.08440 1.94029
H 0.19335 1.57715 -1.49677
H 2.21576 1.76960 0.53103
H 1.32849 -0.44560 0.85051
*
```

=====

Q:
Density functional theory data (the ωB97M-V functional and the def2-TZVPD basis) for a molecular structure, C4H13N2S.

- HOMO: -13.80 eV
- HOMO-LUMO gap: 10.5 eV

The geometry in ORCA input format:
```
! RIJCOSX wB97M-V def2-TZVPD def2/J DEFGRID3
* xyz 1 1
S -1.94816 -1.05754 0.82044
N -0.47298 1.19253 0.17011
N 0.53328 -1.03396 -0.12581
C 1.62494 -0.41731 -0.93483
C -1.33392 2.18668 -0.37076
C 1.06809 -1.15334 1.36011
C -0.74593 -0.13573 -0.15371
H 2.31056 -1.10511 -1.22983
H -0.30509 1.25410 1.19796
H -1.05957 -0.19135 -1.50150
H 1.92582 -1.87119 1.46535
H -2.42259 2.24349 -0.00704
H 0.28057 -1.92649 -0.44385
H -1.39482 2.05624 -1.54972
H -0.90542 3.15103 -0.26808
H 1.38089 -0.07983 1.62740
H -1.88914 -2.06538 -0.05267
H 1.21071 0.06094 -1.73538
H 1.98679 0.34527 -0.19415
H 0.15598 -1.45305 1.92598
*
```

=====

Stability summary - winner: P; margin: 0.276 eV.